The following is a DFT calculation (the ωB97M-V functional and the def2-TZVPD basis) of a molecular structure, C20H37B2Be2Br3Cl2F4KN5O3S.

XYZ file:
```
80
Properties=species:S:1:pos:R:3:forces:R:3
C -3.724 1.320 -3.558 -0.9 -0.9 1.1
C -3.447 0.236 -4.032 -0.2 -0.8 0.5
C -3.223 -1.213 -4.286 -1.2 1.6 -0.9
N -1.770 -1.468 -4.340 0.1 -0.8 0.0
C -1.189 -1.703 -5.659 0.1 0.2 -1.0
C -1.790 -2.898 -6.400 -0.6 0.1 -0.4
N -2.131 -2.712 -7.605 0.0 0.0 0.2
C -1.098 -1.455 -3.229 -0.2 0.0 1.0
N -1.845 -1.253 -2.051 0.8 -0.8 -0.1
C -1.440 -2.083 -0.905 0.3 0.6 0.2
C 0.105 -2.128 -0.652 -0.8 0.0 -0.6
S 0.530 -0.601 0.264 -1.2 1.9 2.7
C 2.266 -0.079 0.281 0.4 0.0 0.2
O -0.268 0.568 -0.121 0.7 -0.8 -1.4
O 0.199 -0.877 1.664 0.8 -1.0 -0.5
C 0.751 -2.468 -2.020 1.4 -2.0 -0.6
N 0.411 -3.876 -2.276 -0.3 0.6 0.6
C 2.239 -2.470 -2.011 -0.8 1.0 -0.5
C 3.435 -2.454 -1.920 -0.1 0.4 0.4
N 0.274 -1.674 -3.223 -0.9 0.6 0.5
B 1.050 -0.420 -3.529 1.6 1.1 -1.0
O 0.833 0.762 -2.824 -2.4 -0.9 -1.8
C 2.145 -0.393 -4.781 1.1 -0.1 1.4
C 3.452 0.542 -4.538 -4.2 -0.8 2.0
H -3.713 2.313 -2.882 -0.7 -2.0 -1.6
H -3.730 -1.850 -3.550 0.5 0.2 0.0
H -3.699 -1.442 -5.255 0.7 -0.2 0.1
H -0.098 -1.810 -5.660 -0.3 0.0 0.6
H -1.412 -0.812 -6.273 0.0 -0.4 0.2
H -1.966 -3.890 -5.955 0.4 0.5 0.5
H -2.532 -3.565 -7.997 0.2 0.0 -0.1
H -1.981 -0.270 -1.820 -0.2 0.0 -0.2
H -1.980 -1.716 -0.021 0.2 -0.1 -0.3
H -1.778 -3.113 -1.089 0.1 0.3 0.2
H 0.272 -2.968 0.043 0.6 0.5 -0.2
H 2.428 0.434 1.245 -0.6 -0.4 -0.2
H 2.985 -0.915 0.258 -0.5 0.0 -0.2
H 2.460 0.704 -0.513 -0.9 -0.8 1.5
H 1.000 -4.256 -3.005 -0.1 0.0 0.0
H -0.576 -3.997 -2.467 0.2 -0.2 -0.2
H 4.441 -2.214 -1.617 -0.2 -0.6 -0.5
H -0.116 0.996 -2.929 0.2 0.4 0.7
H 1.626 -0.117 -5.715 0.2 0.1 0.3
H 2.576 -1.404 -4.893 -0.5 0.3 -0.2
H 4.119 0.125 -3.670 0.6 0.1 -1.8
H 3.162 1.593 -4.394 0.6 -0.2 -0.9
H 4.188 0.437 -5.544 2.4 0.6 0.2
Br 3.236 0.709 -2.191 2.7 0.6 -0.7
Cl 5.802 0.925 -5.994 -1.0 -0.4 -0.2
C 0.352 2.426 2.646 -1.2 0.8 0.7
C 0.399 2.946 4.077 0.7 -0.7 -0.2
C 1.352 2.155 4.967 -0.1 0.2 0.3
C 0.958 0.694 5.142 0.1 -0.5 -0.4
C -0.449 0.534 5.711 0.0 0.2 0.3
C -0.598 1.142 7.100 -0.1 0.0 -0.1
H -0.013 1.399 2.575 0.5 -0.2 -0.1
H -0.307 3.049 2.036 0.3 0.0 -0.4
H 1.361 2.454 2.197 0.4 -0.8 -1.1
H -0.612 2.958 4.503 0.1 0.1 0.0
H 0.741 4.020 4.056 0.1 -0.1 0.2
H 1.415 2.641 5.943 0.2 0.0 -0.1
H 2.386 2.205 4.538 0.3 0.1 -0.2
H 1.682 0.210 5.801 0.0 0.1 0.0
H 1.030 0.160 4.188 0.0 0.1 0.0
H -0.683 -0.529 5.766 0.0 0.0 -0.1
H -1.189 0.974 5.034 -0.1 -0.2 0.0
H 0.098 0.682 7.803 0.0 0.0 0.0
H -1.609 0.980 7.467 -0.1 0.0 0.1
H -0.419 2.223 7.094 0.0 0.0 0.1
Be 2.242 3.563 2.832 -0.4 1.0 -2.1
Cl 3.305 -3.843 0.444 0.0 0.1 0.7
Be -0.830 5.212 3.852 -1.2 -0.3 -0.7
B -4.322 0.141 8.243 -0.3 -0.1 0.2
F -5.500 -0.566 8.526 0.2 0.1 -0.1
F -4.617 1.517 8.069 0.2 -0.1 -0.1
F -3.405 -0.009 9.308 0.1 0.1 -0.2
F -3.734 -0.363 7.049 0.1 0.2 0.0
Br 2.709 4.947 0.740 -0.6 -1.7 3.0
K 0.294 7.367 4.984 0.5 1.3 0.6
Br -2.516 3.610 -3.051 1.9 2.5 0.6
```
Positions in Å, forces in eV/Å.

The value obtained for the lowest unoccupied orbital energy is -5.331 eV. Its HOMO energy is -7.091 eV. The net charge is 0. The value obtained for the total energy is -11402.4888 hartree. As for the gap between HOMO and LUMO: 1.76 eV.